[1]
Density functional theory data (ωB97M-V with the def2-TZVPD basis set) for the molecule C4H6OS at a distorted geometry.

* energy above the lowest of the compared OMol25 structures with the same formula, charge and spin: 30.2 kcal/mol
* charge: 0
* E_HOMO: -9.37 eV
* structure (SMILES): C[C@H]1S[C@H]1C=O

Geometry (Å):
1 C -0.768 1.824 -0.227
2 C -0.818 0.581 0.531
3 C 0.313 -0.469 0.478
4 C 1.460 -0.196 -0.391
5 H -0.357 1.742 -1.230
6 H -1.720 2.366 -0.279
7 H -0.134 2.457 0.347
8 H -1.112 0.799 1.534
9 H 0.633 -1.029 1.342
10 H 1.340 -0.147 -1.474
11 O 2.561 -0.014 0.091
12 S -1.266 -1.032 -0.207


[2]
Density functional theory data (ωB97M-V with the def2-TZVPD basis set) for a cluster of 3 separate species, C20H26IO10P in total at a distorted geometry.

* charge: 0
* E_HOMO: -9.23 eV
* structure (SMILES): Cc1cccc(CC2=C(P(O)I)C(=O)OC2=O)c1.CCOC(=O)OC.CCOC(=O)OC

Geometry (Å):
1 C 5.161 1.233 -0.255
2 C 4.343 -0.014 -0.441
3 C 4.768 -1.103 -1.188
4 C 3.970 -2.234 -1.330
5 C 2.714 -2.289 -0.743
6 C 2.262 -1.202 -0.005
7 C 0.883 -1.166 0.634
8 C -0.010 -0.369 -0.247
9 C -0.630 0.805 -0.089
10 P -0.656 1.947 1.347
11 O 0.925 2.290 1.616
12 I -1.111 0.448 3.239
13 C -1.330 1.068 -1.384
14 O -2.138 1.868 -1.686
15 O -0.880 0.134 -2.309
16 C -0.296 -0.898 -1.623
17 O -0.095 -1.965 -2.071
18 C 3.076 -0.082 0.142
19 H 5.199 1.478 0.802
20 H 6.152 1.165 -0.684
21 H 4.639 2.059 -0.736
22 H 5.738 -1.073 -1.664
23 H 4.330 -3.063 -1.916
24 H 2.092 -3.159 -0.876
25 H 0.472 -2.165 0.755
26 H 0.951 -0.698 1.607
27 H 1.365 2.614 0.819
28 H 2.721 0.758 0.724
29 C -5.485 2.814 5.212
30 C -5.294 1.317 5.333
31 O -4.290 0.994 6.307
32 C -4.679 1.076 7.578
33 O -5.778 1.369 7.969
34 O -3.634 0.771 8.349
35 C -3.887 0.880 9.752
36 H -4.531 3.303 5.009
37 H -6.179 3.043 4.403
38 H -5.882 3.233 6.136
39 H -4.930 0.913 4.390
40 H -6.229 0.812 5.572
41 H -4.765 0.304 10.036
42 H -4.019 1.924 10.030
43 H -3.012 0.480 10.254
44 C -0.551 -0.076 -5.579
45 C -0.208 -1.543 -5.444
46 O 0.398 -2.060 -6.643
47 C 1.681 -1.759 -6.809
48 O 2.375 -1.134 -6.048
49 O 2.085 -2.289 -7.967
50 C 3.440 -1.996 -8.306
51 H -1.167 0.090 -6.464
52 H -1.091 0.275 -4.705
53 H 0.350 0.527 -5.689
54 H -1.113 -2.131 -5.302
55 H 0.441 -1.730 -4.592
56 H 4.114 -2.267 -7.496
57 H 3.550 -0.938 -8.542
58 H 3.673 -2.589 -9.185


[3]
Density functional theory data (ωB97M-V with the def2-TZVPD basis set) for a structure of composition C22H32B2F4N12Pt at a distorted geometry.

* 2S+1: 2
* charge: +1
* E_HOMO (spin up / spin down): -11.76 / -11.76 eV

Geometry (Å):
1 Pt 0.286 0.895 0.658
2 C -1.929 0.785 4.021
3 C -1.949 -0.256 2.985
4 C -2.863 -1.325 2.885
5 C -2.374 -2.136 1.894
6 N -1.240 -1.580 1.414
7 N -1.009 -0.420 2.062
8 B -0.022 -2.235 0.771
9 N 0.256 -1.728 -0.679
10 C 0.151 -2.494 -1.784
11 C 1.039 -2.028 -2.722
12 C 1.681 -0.939 -2.112
13 C 2.855 -0.202 -2.643
14 N 1.165 -0.755 -0.898
15 N 1.197 -1.785 1.624
16 C 2.002 -2.429 2.484
17 C 2.900 -1.525 3.015
18 C 2.576 -0.292 2.439
19 C 3.179 1.059 2.573
20 N 1.552 -0.490 1.618
21 N -0.184 -3.735 0.668
22 C 0.789 -4.648 0.413
23 C 0.190 -5.809 -0.004
24 C -1.198 -5.532 0.027
25 C -2.320 -6.419 -0.357
26 N -1.377 -4.288 0.425
27 H -2.664 1.561 3.810
28 H -0.948 1.247 4.077
29 H -2.182 0.347 4.983
30 H -3.740 -1.452 3.485
31 H -2.731 -3.065 1.497
32 H -0.541 -3.311 -1.831
33 H 1.230 -2.416 -3.701
34 H 2.608 0.343 -3.553
35 H 3.624 -0.930 -2.901
36 H 3.259 0.472 -1.892
37 H 1.889 -3.472 2.692
38 H 3.684 -1.725 3.714
39 H 3.942 1.073 3.346
40 H 2.410 1.797 2.808
41 H 3.638 1.351 1.626
42 H 1.825 -4.397 0.513
43 H 0.655 -6.739 -0.266
44 H -2.069 -7.457 -0.158
45 H -2.518 -6.323 -1.426
46 H -3.223 -6.146 0.182
47 C 0.545 3.654 -0.867
48 N -0.076 2.320 -1.107
49 C 0.436 1.886 -2.431
50 N 0.096 2.814 -3.485
51 C 0.692 4.114 -3.196
52 N 0.192 4.577 -1.916
53 C -1.256 4.721 -1.962
54 N -1.862 3.434 -2.290
55 C -1.548 2.499 -1.241
56 C -1.351 2.964 -3.564
57 H 1.632 3.530 -0.830
58 H 0.200 4.064 0.076
59 H 0.033 0.903 -2.690
60 H 1.521 1.832 -2.363
61 H 0.426 4.821 -3.984
62 H 1.781 4.019 -3.161
63 H -1.531 5.462 -2.713
64 H -1.612 5.038 -0.980
65 H -2.006 1.527 -1.449
66 H -1.964 2.892 -0.315
67 H -1.594 3.683 -4.346
68 H -1.804 2.003 -3.814
69 F -1.244 4.491 1.456
70 B -0.909 3.412 2.220
71 F 0.463 3.068 2.024
72 F -1.204 3.557 3.515
73 F -1.554 2.267 1.630


| no. | molar mass (g/mol) | E (eV) |
| --- | --- | --- |
| 1 | 102.16 | -17126.818 |
| 2 | 584.30 | -59027.614 |
| 3 | 757.28 | -56682.776 |